Here is a 12-piece molecular cluster, C40H99N10O9 overall at a distorted geometry from the OMol25 dataset. Energies are from the ωB97M-V functional and the def2-TZVPD basis.

Calculated values
**Electronic energy**: -76410.7339 eV
**Highest occupied orbital energy**: -10.02 eV

ORCA input file:
```
! wB97M-V def2-TZVPD RIJCOSX def2/J DEFGRID3
* xyz 1 1
O 7.2198 1.6733 1.6431
O -3.6322 0.1116 5.0033
O -5.7019 -3.7212 3.1254
O -6.7452 -5.0765 1.7105
O 2.0145 -1.0318 -1.6240
O -1.8069 -1.7258 -0.4769
O 2.0877 1.3512 0.6246
O -1.3957 1.3959 0.7184
O 0.4197 -0.6970 0.2874
N 2.4979 3.3141 -0.1283
N -0.0827 2.0830 2.4080
N 1.2519 -2.7298 1.8668
N 3.5894 -0.0787 -2.8796
N 0.5795 3.0387 -2.7558
N 0.2128 3.6820 5.1028
N -4.5357 -1.9925 4.8693
N -1.0579 -2.0662 -6.7843
N 8.1683 -0.3407 1.7219
N -3.3342 -0.1197 -0.5193
C -1.1933 2.1599 1.6537
C 2.7907 -1.1097 -2.5487
C -0.9370 -1.1024 -7.8304
C 0.8105 4.9896 4.6612
C 0.4667 -4.2159 -0.0421
C 3.1413 -2.4545 -3.2161
C -0.9825 3.8634 5.9950
C -3.8014 -2.1099 -1.7900
C -0.4195 -1.6989 3.4523
C -3.8752 -0.9461 2.8560
C -5.7226 -4.3468 2.0305
C -4.0132 -0.8717 4.3336
C 1.2795 2.8199 5.6291
C -0.1765 -3.2133 -6.9243
C -0.9838 -1.4674 -5.4055
C 6.6474 0.1312 -0.0903
C -0.5873 4.3382 7.4677
C 0.5316 -3.9652 1.4702
C -0.0669 1.8690 -2.1379
C -0.9213 -2.2848 -4.1273
C 3.6710 -1.8474 1.9517
C 3.5758 2.6388 1.9589
C -5.1886 -5.4787 0.0443
C -2.3172 2.9632 2.2086
C -1.1679 4.6249 -1.8098
C -4.5847 -4.4555 1.0554
C -6.5905 -5.7295 0.4123
C -2.0746 -0.0724 -7.8221
C -0.2376 4.3186 -3.0174
C -0.0830 5.7609 3.6636
C 0.9609 -2.3535 3.2716
C 2.3698 3.7639 -4.2766
C 0.7201 1.4273 5.9627
C 7.3776 0.5591 1.1810
C 2.6969 2.3566 0.7627
C 1.4310 2.6480 -3.8873
C 1.3003 -2.8388 -7.0212
C -2.9334 -1.2920 -0.8458
C -1.1907 1.2065 -3.0281
C 2.7046 -3.0058 1.5958
H -0.5090 4.6053 -0.9418
H 1.0529 -0.5567 -0.4203
H -0.3444 -0.6608 3.1285
H 1.7691 4.8136 4.1733
H -0.4716 -0.7184 -0.0686
H 0.1906 5.0981 7.3938
H 1.4579 -4.2097 -0.4953
H 1.8736 3.1404 -0.9030
H 0.2684 0.9961 5.0693
H -0.7837 -1.8099 4.4736
H -0.7970 4.0781 -3.9216
H 0.2705 5.2391 -3.3050
H -4.9269 -2.7423 4.3172
H -0.7781 -1.5621 -8.8058
H 3.5869 0.7477 -2.2989
H -2.0637 1.8569 -3.0828
H -0.0184 -5.1835 -0.1711
H -0.3266 5.1948 2.7646
H -1.0658 -1.6891 -3.2260
H -4.4290 -3.4972 0.5599
H 2.0378 2.7722 4.8476
H -3.9893 0.3243 -1.1469
H 0.9340 2.3915 -4.8229
H 2.9618 -3.8813 2.1920
H -6.8738 -6.7794 0.4872
H 0.0068 1.5411 6.7790
H -3.6211 -4.7755 1.4520
H 3.6355 -1.5543 3.0010
H 8.1914 -1.3241 1.4932
H -1.9907 0.5426 -6.9261
H 3.3741 3.6535 2.3024
H -3.8037 -1.9880 2.5436
H 1.9925 1.7754 -3.5537
H -0.3927 2.1846 -1.1468
H 0.0922 -2.6785 -4.0497
H -1.5126 0.2268 -2.6751
H 1.9622 -3.6959 -6.8975
H -2.9162 -0.6267 2.4481
H 1.5422 -2.3064 -7.9410
H -7.3309 -5.1846 -0.1732
H -1.1777 -2.1222 2.7935
H 3.7182 -3.1027 -2.5565
H 7.0168 -0.8114 -0.4943
H -5.1793 -5.1390 -0.9914
H 1.7689 -1.8456 3.7982
H -1.0758 5.9032 4.0906
H -2.1921 3.0697 3.2862
H 3.4531 -0.8772 1.5055
H -3.3156 2.5273 2.1735
H -1.8434 3.7778 -1.6902
H -2.2038 3.9651 1.7946
H -4.8448 -1.9410 5.8295
H 1.7570 3.2152 6.5257
H -1.6763 4.5989 5.5876
H -2.9649 -0.6950 -7.9101
H -1.7127 5.5617 -1.9264
H -1.4699 2.9054 6.1756
H -2.0565 0.6610 -8.6283
H -4.7098 -2.5128 -1.3422
H 3.3287 2.0270 2.8265
H 5.6000 0.0179 0.1892
H 1.5036 0.7009 6.1783
H 0.9009 -3.2514 3.8867
H -4.0826 -1.5006 -2.6490
H 2.9333 -3.0701 0.5320
H 4.6921 -2.0600 1.6350
H 0.7097 1.6263 1.9794
H 1.7418 4.5770 -4.6407
H -4.6567 -6.4282 0.1036
H -0.2285 -0.6859 -5.3220
H 6.7027 0.8823 -0.8782
H -0.5558 -3.8091 -7.7544
H -1.6620 -3.0844 -4.1210
H -3.2736 -2.9988 -2.1356
H 3.0735 3.4696 -5.0553
H 3.0748 4.1428 -0.1499
H 2.9215 4.0362 -3.3768
H 0.0226 -0.6081 -7.6785
H 0.3515 6.7315 3.4244
H 0.9776 5.6754 5.4918
H -1.5111 4.7418 7.8822
H 3.7208 -2.1892 -4.1004
H 0.0675 2.6802 3.2086
H -4.7320 -0.4448 2.4058
H -0.1996 3.6677 8.2346
H 4.6201 2.7119 1.6555
H -0.8371 0.9016 -4.0130
H 0.6521 -1.4412 0.8475
H 8.4744 -0.0594 2.6424
H -0.2296 -3.5647 -0.5705
H 0.9804 -4.8490 1.9237
H -0.2152 -3.8558 -6.0447
H 1.5219 -2.1350 -6.2190
H 0.7203 1.1237 -2.0245
H -0.4850 -3.8196 1.8353
H 2.1622 -2.8749 -3.4460
H 4.2044 -0.1293 -3.6792
H -1.9105 -0.9092 -5.2725
H -2.8024 0.5102 0.0643
*
```